No. 1
DFT (wB97M-V/def2-TZVPD) results for 8 unconnected molecules or ions with the total composition C25H49ClNO21 at a distorted geometry.

Results
LUMO = -5.26 eV

ORCA input file:
```
! RIJCOSX wB97M-V def2-TZVPD def2/J DEFGRID3
* xyz 1 1
Cl 4.03 1.73 -2.41
C 2.68 1.17 -3.48
C 1.55 2.27 -3.55
N 0.38 1.73 -3.66
C 0.56 0.26 -3.73
C 1.79 0.08 -2.76
H 3.07 0.83 -4.47
H 1.73 3.36 -3.50
H -0.52 2.21 -3.69
H 0.98 0.09 -4.75
H -0.31 -0.41 -3.62
H 2.21 -0.94 -2.65
H 1.49 0.58 -1.80
C 7.43 -4.00 -0.61
O 7.58 -2.75 0.06
C 6.56 -1.91 -0.12
O 5.57 -2.12 -0.77
O 6.83 -0.79 0.56
C 5.81 0.20 0.46
H 8.31 -4.60 -0.39
H 6.55 -4.54 -0.25
H 7.37 -3.86 -1.69
H 4.87 -0.17 0.86
H 5.69 0.51 -0.58
H 6.13 1.06 1.04
C 3.52 -5.08 0.96
O 2.97 -6.06 1.84
C 3.59 -7.24 1.78
O 4.53 -7.51 1.08
O 2.98 -8.06 2.65
C 3.55 -9.37 2.70
H 2.95 -4.17 1.08
H 4.56 -4.88 1.21
H 3.43 -5.41 -0.08
H 4.59 -9.33 3.02
H 3.46 -9.86 1.73
H 2.98 -9.95 3.42
C 10.14 -11.77 3.61
O 9.00 -11.14 3.02
C 8.70 -9.95 3.54
O 9.30 -9.40 4.43
O 7.63 -9.48 2.91
C 7.20 -8.20 3.37
H 10.28 -12.72 3.11
H 11.03 -11.16 3.46
H 9.97 -11.95 4.67
H 7.97 -7.45 3.21
H 6.91 -8.25 4.42
H 6.32 -7.92 2.79
C 0.56 3.14 0.16
O 0.39 1.99 0.98
C -0.46 2.17 2.00
O -1.06 3.18 2.24
O -0.53 1.03 2.68
C -1.42 1.08 3.81
H 1.27 2.88 -0.63
H -0.39 3.42 -0.30
H 0.97 3.97 0.73
H -2.44 1.28 3.48
H -1.09 1.82 4.53
H -1.39 0.10 4.28
C -3.52 4.14 2.09
O -4.69 4.76 1.56
C -5.65 3.90 1.20
O -5.59 2.70 1.30
O -6.68 4.60 0.73
C -7.79 3.80 0.31
H -2.81 4.92 2.34
H -3.76 3.58 3.00
H -3.07 3.48 1.35
H -8.20 3.23 1.15
H -7.51 3.14 -0.50
H -8.56 4.48 -0.04
C -7.01 7.96 0.81
O -7.54 8.87 -0.15
C -8.78 8.58 -0.55
O -9.44 7.66 -0.17
O -9.15 9.51 -1.44
C -10.47 9.32 -1.95
H -6.01 8.29 1.06
H -7.62 7.97 1.72
H -6.96 6.95 0.40
H -11.21 9.38 -1.15
H -10.55 8.37 -2.47
H -10.66 10.12 -2.66
C -5.20 3.50 -1.91
O -5.33 2.68 -3.08
C -5.58 3.37 -4.19
O -5.71 4.56 -4.28
O -5.68 2.50 -5.20
C -5.96 3.10 -6.46
H -4.99 2.84 -1.07
H -4.36 4.20 -2.02
H -6.12 4.04 -1.71
H -5.16 3.78 -6.75
H -6.92 3.62 -6.44
H -6.02 2.30 -7.20
*
```



No. 2
DFT (wB97M-V/def2-TZVPD) results for a molecular structure, C25H50BCuN2O8PSSb.

Results
LUMO (spin up / spin down) = 2.28 / 2.27 eV
ΔE to the lowest compared entry with this formula, charge and spin = 5.8 kcal per mole

ORCA input file:
```
! RIJCOSX wB97M-V def2-TZVPD def2/J DEFGRID3
* xyz -1 2
Cu 1.75 0.82 -0.76
O -2.16 1.76 -0.49
S -0.73 1.82 -0.34
O -0.19 2.90 0.42
O -0.33 0.47 0.52
O -0.01 1.57 -1.60
C -2.70 -1.25 4.21
C -2.11 -1.55 2.84
C -1.35 -2.86 2.85
O -1.16 -0.51 2.52
B -1.26 -0.29 1.17
O -2.31 -0.95 0.58
C -3.13 -1.44 1.66
C -3.75 -2.76 1.24
C -4.21 -0.38 1.89
H -1.93 -1.34 4.97
H -3.50 -1.96 4.45
H -3.11 -0.24 4.25
H -0.54 -2.79 3.58
H -0.92 -3.07 1.88
H -2.00 -3.70 3.13
H -3.00 -3.44 0.85
H -4.49 -2.58 0.46
H -4.26 -3.23 2.08
H -3.77 0.57 2.17
H -4.91 -0.68 2.67
H -4.76 -0.24 0.96
C 0.71 0.79 6.22
C 1.45 2.09 5.95
N 1.81 2.22 4.55
C 1.03 3.22 3.83
C -0.44 2.86 3.76
C 3.19 2.04 4.25
O 4.02 1.99 5.17
C 3.59 1.93 2.87
C 4.97 2.08 2.51
C 5.31 1.95 1.19
C 4.36 1.62 0.23
N 3.04 1.36 0.59
C 2.70 1.54 1.86
H 0.40 0.72 7.27
H 1.35 -0.06 5.99
H -0.18 0.71 5.60
H 2.36 2.14 6.55
H 0.83 2.95 6.24
H 1.44 3.33 2.82
H 1.15 4.20 4.32
H -0.57 1.86 3.34
H -0.97 3.56 3.12
H -0.90 2.87 4.75
H 5.71 2.30 3.27
H 6.34 2.09 0.87
H 4.61 1.52 -0.81
H 1.67 1.33 2.11
C -2.32 -3.56 -4.79
C -1.11 -3.15 -3.96
Sb -1.21 -1.37 -2.71
C -0.90 0.12 -4.25
C -1.13 -0.29 -5.70
C -3.36 -1.17 -2.56
C -4.14 -0.69 -3.77
H -2.17 -4.53 -5.28
H -2.54 -2.84 -5.57
H -3.22 -3.65 -4.17
H -0.24 -3.02 -4.60
H -0.85 -3.95 -3.27
H 0.12 0.47 -4.09
H -1.53 0.96 -3.96
H -0.52 -1.14 -5.99
H -0.89 0.53 -6.39
H -2.17 -0.56 -5.88
H -3.48 -0.48 -1.73
H -3.73 -2.14 -2.21
H -3.79 0.29 -4.09
H -5.21 -0.59 -3.54
H -4.05 -1.36 -4.63
C 3.13 1.74 -3.55
P 3.25 -0.05 -3.40
C 2.87 -0.71 -5.04
C 4.99 -0.41 -3.12
O 2.37 -0.63 -2.34
H 3.91 2.13 -4.20
H 3.22 2.20 -2.57
H 2.15 2.02 -3.96
H 3.47 -0.23 -5.81
H 1.82 -0.54 -5.25
H 3.07 -1.78 -5.04
H 5.61 -0.09 -3.96
H 5.10 -1.49 -2.99
H 5.33 0.07 -2.21
*
```